Record 1
Entry from the OMol25 dataset: a 2-piece molecular cluster, C17H19N overall in a non-equilibrium geometry (ωB97M-V with the def2-TZVPD basis set).

Positions of all 37 atoms, in Å:
C 0.920 1.163 2.876
C 1.098 0.708 1.384
C 0.544 -0.750 1.146
C 1.436 -1.715 0.931
N 0.757 -2.815 0.509
C -0.666 -2.645 0.895
C -1.707 -3.551 0.774
C -2.762 -3.077 1.607
C -2.933 -1.733 1.996
C -1.869 -0.828 1.914
C -0.741 -1.267 1.303
H 1.333 0.277 3.534
H 0.052 1.607 3.081
H 1.686 1.831 3.066
H 0.685 1.397 0.677
H 2.205 0.802 1.090
H 2.508 -1.691 0.979
H 0.974 -3.357 -0.304
H -1.605 -4.497 0.410
H -3.757 -3.563 1.677
H -3.995 -1.512 2.286
H -1.999 0.124 2.243
C 1.532 3.660 -2.317
C 0.899 2.312 -2.240
C 1.443 1.138 -2.977
C 0.691 -0.077 -3.046
C -0.465 -0.186 -2.269
C -0.930 0.924 -1.546
C -0.320 2.175 -1.590
H 0.839 4.432 -2.694
H 2.384 3.809 -3.099
H 1.795 3.996 -1.257
H 2.516 1.144 -3.289
H 1.088 -0.927 -3.477
H -0.997 -1.178 -2.257
H -1.864 0.898 -0.966
H -0.776 2.972 -1.047

Calculated values
LUMO level in hartree: 0.030
Energy relative to the best compared isomer or geometry (same formula, charge and spin) in kcal/mol: 79.13
HOMO-LUMO gap in eV: 8.41
Highest occupied orbital energy in eV: -7.594
SMILES string: CCc1c[nH]c2ccccc12.Cc1ccccc1
Molecular weight in g mol⁻¹: 237.35

***

Record 2
Entry from the OMol25 dataset: C37H54CoN3P as an isolated structure in a non-equilibrium geometry (ωB97M-V with the def2-TZVPD basis set).

Positions of all 96 atoms, in Å:
Co 1.680 0.032 -0.237
N 1.721 -2.394 3.210
N 0.372 -2.296 -1.910
C 2.209 1.821 -0.673
C 3.350 1.014 -0.281
C 3.094 0.532 1.059
C 4.068 -0.207 1.950
H 4.894 -0.633 1.362
H 3.549 -1.065 2.470
H 4.469 0.448 2.725
C 1.830 1.082 1.514
C 1.274 0.844 2.874
H 1.804 1.437 3.639
H 1.358 -0.213 3.172
H 0.211 1.117 2.911
C 1.271 1.853 0.443
C 0.034 2.679 0.521
H -0.697 2.198 1.188
H -0.428 2.770 -0.471
H 0.225 3.695 0.905
C 4.677 0.963 -0.969
H 5.316 1.813 -0.666
H 4.543 1.027 -2.058
H 5.229 0.040 -0.730
C 2.196 2.775 -1.809
H 1.166 2.938 -2.144
H 2.776 2.375 -2.651
H 2.629 3.753 -1.536
C 1.131 -3.263 4.010
H 1.497 -3.202 5.065
C 0.114 -4.133 3.507
H -0.358 -4.785 4.269
C -0.212 -4.123 2.114
H -1.018 -4.832 1.789
C 0.536 -3.249 1.273
H 0.376 -3.249 0.191
C 1.502 -2.348 1.882
C 2.677 -1.553 1.317
H 3.075 -2.214 0.487
C 0.957 -1.033 -1.795
C 1.264 -2.915 -2.726
H 1.715 -3.847 -2.522
C 1.512 -2.019 -3.814
H 1.538 -2.324 -4.880
N 1.202 -0.775 -3.210
C 0.990 0.378 -3.988
C 1.936 0.618 -4.985
C 1.755 1.710 -5.857
H 2.507 1.890 -6.645
C 0.629 2.538 -5.711
C 0.421 3.660 -6.676
H -0.117 4.478 -6.195
H -0.167 3.308 -7.530
H 1.387 4.011 -7.043
C -0.335 2.288 -4.716
H -1.230 2.928 -4.611
C -0.161 1.191 -3.840
C -1.143 0.894 -2.748
H -1.616 -0.099 -2.860
H -1.943 1.653 -2.727
H -0.626 0.902 -1.762
C 3.168 -0.233 -5.027
H 2.975 -1.266 -5.357
H 3.685 -0.290 -4.048
H 3.871 0.203 -5.742
C -2.865 -2.353 4.318
C -3.198 -1.879 2.894
C -4.702 -1.666 2.684
P -2.123 -0.454 2.369
C -2.411 -0.173 0.534
C -2.788 -1.476 -0.178
C -3.392 0.959 0.225
C -2.566 1.028 3.427
C -4.046 1.409 3.491
C -1.967 0.885 4.841
H -3.284 -1.683 5.081
H -1.782 -2.449 4.471
H -3.306 -3.349 4.474
H -2.871 -2.684 2.210
H -5.182 -1.274 3.592
H -4.945 -1.005 1.842
H -5.168 -2.640 2.472
H -1.405 0.122 0.177
H -3.761 -1.841 0.178
H -2.855 -1.308 -1.262
H -2.028 -2.251 -0.020
H -3.101 1.908 0.698
H -3.418 1.139 -0.860
H -4.412 0.686 0.538
H -2.029 1.857 2.926
H -4.649 0.643 3.994
H -4.130 2.340 4.072
H -4.477 1.607 2.503
H -1.882 1.886 5.289
H -2.611 0.284 5.498
H -0.963 0.437 4.825

Calculated values
LUMO level (alpha / beta) in hartree: 0.099 / 0.099
Energy relative to the best compared isomer or geometry (same formula, charge and spin) in kcal/mol: 98.23
Total charge: -1
HOMO-LUMO gap (alpha / beta) in eV: 4.50 / 6.44
Highest occupied orbital energy (alpha / beta) in eV: -1.812 / -3.752
Molecular weight in g mol⁻¹: 630.77
Spin multiplicity: 5

***

Question: energy relative to the best compared isomer or geometry (same formula, charge and spin) of number 1 (C17H19N)?
Answer: 79.13 kcal/mol

***

Question: The lowest molecular weight belongs to which entry?
Answer: C17H19N